[1]
Here is the molecule C22H26ClN3OS from the Open Molecules 2025 dataset. Energies are from the ωB97M-V functional and the def2-TZVPD basis.

The value obtained for the LUMO energy is -0.055 eV. The energy above the lowest of the compared OMol25 structures with the same formula, charge and spin comes out at 0.0 kJ/mol. The calculation puts the frontier orbital gap at 0.3135 Ha. As for the total charge: 0. As for the SMILES: CC[C@@H]1CCCCN1CCCNC(=O)c1cc2c(Cl)nc3ccccc3c2s1. The value obtained for the electronic energy is -1951.88181 hartree.

Geometry (Å):
C (-0.60521, -0.08842, 2.19638)
C (-1.40819, -1.19589, 1.52269)
H (-1.57101, -1.99840, 2.24425)
H (-0.82824, -1.61434, 0.70131)
C (-2.77483, -0.69806, 1.02422)
N (-2.65128, -0.00131, -0.26088)
C (-2.47757, -0.91868, -1.38037)
C (-3.56013, -1.99467, -1.48116)
C (-3.58358, -2.78601, -0.17795)
C (-3.82501, -1.82464, 0.98097)
H (-3.81580, -2.35946, 1.93169)
H (-4.81832, -1.38170, 0.86582)
H (-4.37027, -3.54291, -0.20403)
H (-2.62833, -3.29760, -0.04430)
H (-4.53419, -1.52923, -1.65001)
H (-3.34482, -2.64887, -2.32718)
H (-2.43380, -0.32987, -2.30084)
H (-1.51281, -1.42225, -1.26427)
C (-3.70482, 0.99212, -0.46662)
H (-3.85560, 1.12403, -1.54084)
C (-3.33079, 2.35171, 0.13951)
C (-2.23904, 3.05550, -0.66231)
N (-1.03912, 2.25367, -0.66560)
C (0.19404, 2.78232, -0.56996)
O (0.42721, 3.97774, -0.52640)
C (1.28169, 1.78004, -0.52075)
C (1.24592, 0.43151, -0.70242)
C (2.51866, -0.16414, -0.54917)
C (3.52093, 0.77202, -0.26257)
C (4.86027, 0.35832, -0.08368)
C (5.92680, 1.22654, 0.19380)
C (7.19673, 0.73266, 0.34464)
C (7.44231, -0.64037, 0.22504)
C (6.41914, -1.51299, -0.04310)
C (5.10775, -1.03825, -0.20348)
N (4.12406, -1.93707, -0.46351)
C (2.91422, -1.52102, -0.62405)
Cl (1.71134, -2.71136, -0.93654)
H (6.58853, -2.57363, -0.13837)
H (8.44935, -1.01072, 0.34606)
H (8.01587, 1.40327, 0.55632)
H (5.72214, 2.28365, 0.28190)
S (2.88007, 2.37522, -0.17700)
H (0.36653, -0.13341, -0.94601)
H (-1.22044, 1.25506, -0.59386)
H (-1.99512, 4.03222, -0.23423)
H (-2.58003, 3.21357, -1.69406)
H (-2.99055, 2.21561, 1.16693)
H (-4.21826, 2.98568, 0.15643)
H (-4.66316, 0.66596, -0.03943)
H (-3.12434, 0.04526, 1.75029)
H (-0.49842, 0.77119, 1.54102)
H (-1.09898, 0.23721, 3.10993)
H (0.38847, -0.44684, 2.45577)

[2]
Here is a structure of composition C13H37B2KNO3 at a distorted geometry from the Open Molecules 2025 dataset. Energies are from the ωB97M-V functional and the def2-TZVPD basis.

The value obtained for the LUMO energy is 2.185 eV. The energy above the lowest of the compared OMol25 structures with the same formula, charge and spin comes out at 2087.1 kJ/mol. The calculation puts the frontier orbital gap at 0.1603 Ha. As for the total charge: -1. The value obtained for the electronic energy is -1446.70176 hartree.

Geometry (Å):
K (-0.10473, -0.01627, -0.98314)
B (-1.44748, 1.64656, -1.40225)
H (-0.46383, 2.09004, -1.40507)
H (-1.65711, 1.32523, -0.39377)
H (-2.12649, 2.42307, -1.71878)
H (-1.52205, 0.81493, -2.08568)
B (-2.12136, -0.65764, -0.85264)
H (-2.04864, -0.47881, -1.91423)
H (-3.06266, -1.14586, -0.65310)
H (-1.29685, -1.29221, -0.56672)
H (-2.14477, 0.25097, -0.27117)
C (2.71833, -1.53593, -0.65679)
O (1.54311, -1.13979, -1.27953)
C (1.31924, -1.96841, -2.38901)
C (-0.05053, -1.74357, -2.93179)
O (-0.42049, -0.33719, -3.14754)
C (-1.53861, -0.12543, -3.99399)
H (2.53517, -2.44379, -0.08204)
H (3.11699, -0.81327, 0.05520)
H (3.49477, -1.88852, -1.33569)
H (1.36869, -2.98750, -2.00547)
H (2.02746, -1.86111, -3.21061)
H (-0.84483, -2.14208, -2.30060)
H (0.04924, -2.21342, -3.91025)
H (-1.48760, 0.88922, -4.38893)
H (-2.45520, -0.28901, -3.42724)
H (-1.45240, -0.70363, -4.91396)
C (1.10054, -1.35022, 2.84726)
C (0.08989, -0.75252, 1.80085)
C (-1.15742, -0.26961, 2.64579)
C (-0.98017, 1.16775, 3.12995)
C (-0.73176, 2.09976, 1.95681)
C (0.56939, 1.71366, 1.21326)
N (0.51344, 0.30451, 0.86850)
O (1.64963, -0.03082, 0.15190)
C (0.67517, 2.62999, -0.06361)
C (1.72392, 2.08736, 2.15554)
C (-0.43334, -1.94780, 0.90571)
H (0.71822, -2.17463, 3.44918)
H (1.51989, -0.55014, 3.45727)
H (1.95721, -1.70295, 2.27300)
H (-2.07709, -0.31755, 2.06269)
H (-1.35727, -0.96846, 3.45803)
H (-0.26895, 1.36538, 3.93195)
H (-1.93276, 1.39635, 3.60788)
H (-0.63190, 3.12239, 2.32062)
H (-1.56851, 2.16075, 1.26096)
H (-0.12518, 2.44690, -0.78056)
H (0.72218, 3.68184, 0.21833)
H (1.60888, 2.44398, -0.59437)
H (1.61146, 3.15723, 2.33120)
H (1.76249, 1.50368, 3.07529)
H (2.68205, 1.91894, 1.66389)
H (-0.70973, -2.80776, 1.51577)
H (0.18606, -2.23915, 0.05745)
H (-1.37487, -1.69833, 0.41645)
H (2.33114, -0.04710, 0.82782)

[3]
Here is a structure of composition C39H36IN4PS2Tc at a distorted geometry from the Open Molecules 2025 dataset. Energies are from the ωB97M-V functional and the def2-TZVPD basis.

The value obtained for the LUMO energy (alpha / beta) is -7.217 / -7.551 eV. The energy above the lowest of the compared OMol25 structures with the same formula, charge and spin comes out at 401.7 kJ/mol. The calculation puts the frontier orbital gap (alpha / beta) at 0.2263 / 0.2149 Ha. As for the total charge: +2. The value obtained for the electronic energy is -3242.30751 hartree. As for the spin multiplicity: 4. As for the expectation value of S²: 4.194.

Geometry (Å):
Tc (0.09925, 0.15412, -0.07138)
C (2.69576, 4.78116, -0.02532)
S (0.92206, 4.77842, 0.30831)
C (0.58425, 3.11007, 0.52022)
S (1.77344, 1.85930, 0.42012)
N (-0.64702, 2.82535, 0.88945)
N (-1.04019, 1.58731, 0.88627)
C (-1.93966, 1.32846, 1.92973)
C (-2.91301, 0.44713, 1.92242)
C (-3.97351, -0.28087, 2.08945)
C (-4.00409, -1.71721, 2.41857)
C (-3.42684, -2.70527, 1.74260)
C (-2.58028, -2.67957, 0.48960)
N (-2.66736, -1.41480, -0.27654)
H (2.97728, 5.83134, -0.05218)
H (2.90624, 4.32030, -0.98804)
H (3.23528, 4.27571, 0.77105)
H (-1.79230, 1.92971, 2.82399)
H (-4.94262, 0.20400, 1.96913)
H (-4.63795, -1.97031, 3.26165)
H (-3.57880, -3.71907, 2.09795)
H (-3.02034, -3.42483, -0.18866)
C (-4.00691, -1.22414, -0.83434)
N (-1.62025, -0.83291, -0.87392)
C (-1.17662, -3.15713, 0.83300)
C (-1.86654, -0.54754, -2.28842)
C (-0.86979, 0.40641, -2.84790)
C (-0.96921, 0.78949, -4.17686)
C (-0.03880, 1.65835, -4.71992)
C (0.98897, 2.14674, -3.92230)
C (1.07999, 1.77034, -2.59492)
C (0.14665, 0.89456, -2.01628)
H (-4.14484, -1.78026, -1.76458)
H (-4.20152, -0.16732, -1.00216)
H (-4.72898, -1.59638, -0.11608)
H (-1.16996, -4.24541, 0.88244)
H (-0.87861, -2.78190, 1.80469)
H (-0.45928, -2.85194, 0.07364)
H (-2.85517, -0.12570, -2.46331)
H (-1.82424, -1.50603, -2.82773)
H (-1.77144, 0.39930, -4.79270)
H (-0.10880, 1.95448, -5.75811)
H (1.71916, 2.82974, -4.33593)
H (1.90874, 2.14646, -2.01466)
I (0.92287, -0.79294, 2.60044)
C (1.47099, -2.84281, 2.58296)
C (1.15867, -3.46377, 3.76053)
C (1.60419, -4.76873, 4.01718)
C (2.40481, -5.37927, 3.10208)
C (2.73444, -4.75165, 1.87703)
C (3.61265, -5.42433, 1.00217)
C (3.97284, -4.86781, -0.18771)
C (3.38991, -3.65689, -0.57022)
C (2.50516, -2.95696, 0.22815)
P (1.80365, -1.53780, -0.74846)
C (3.37505, -0.70184, -1.18182)
C (3.91272, -0.62910, -2.46280)
C (5.15891, -0.04864, -2.65845)
C (5.87715, 0.45655, -1.58634)
C (5.35725, 0.36202, -0.30233)
C (4.11753, -0.21893, -0.10246)
C (1.17688, -2.41161, -2.22797)
C (0.69765, -3.72004, -2.12632)
C (0.15569, -4.35527, -3.23226)
C (0.09439, -3.70072, -4.45452)
C (0.56226, -2.39935, -4.56264)
C (1.08490, -1.75009, -3.45399)
C (2.21127, -3.45776, 1.53678)
H (0.58800, -2.94186, 4.51760)
H (1.34462, -5.25038, 4.94945)
H (2.81809, -6.35981, 3.30032)
H (4.00457, -6.38717, 1.30444)
H (4.67181, -5.36144, -0.84837)
H (3.63095, -3.27966, -1.55450)
H (3.38621, -1.03786, -3.31294)
H (5.57377, -0.00646, -3.65689)
H (6.84779, 0.90547, -1.74899)
H (5.92233, 0.72909, 0.54435)
H (3.74130, -0.33266, 0.90930)
H (0.76321, -4.25790, -1.18929)
H (-0.20485, -5.37145, -3.14035)
H (-0.31364, -4.20571, -5.31996)
H (0.52622, -1.88594, -5.51478)
H (1.42240, -0.72747, -3.55122)

[4]
Here is the molecule CH4OS at a distorted geometry from the Open Molecules 2025 dataset. Energies are from the ωB97M-V functional and the def2-TZVPD basis.

The value obtained for the LUMO energy is 0.925 eV. The energy above the lowest of the compared OMol25 structures with the same formula, charge and spin comes out at 0.0 kJ/mol. The calculation puts the frontier orbital gap at 0.3824 Ha. As for the total charge: 0. As for the SMILES: OCS. The value obtained for the electronic energy is -513.89475 hartree.

Geometry (Å):
C (0.18497, 0.53894, 0.10223)
O (1.08382, -0.58364, -0.15265)
S (-1.52338, -0.07073, -0.06672)
H (0.29352, 0.83751, 1.19667)
H (0.40201, 1.43523, -0.51534)
H (0.64174, -1.27535, 0.44021)
H (-1.08268, -0.88196, -1.00440)

Copy entry 4 word for word.
Here is the molecule CH4OS at a distorted geometry from the Open Molecules 2025 dataset. Energies are from the ωB97M-V functional and the def2-TZVPD basis.

The value obtained for the LUMO energy is 0.925 eV. The energy above the lowest of the compared OMol25 structures with the same formula, charge and spin comes out at 0.0 kJ/mol. The calculation puts the frontier orbital gap at 0.3824 Ha. As for the total charge: 0. As for the SMILES: OCS. The value obtained for the electronic energy is -513.89475 hartree.

Geometry (Å):
C (0.18497, 0.53894, 0.10223)
O (1.08382, -0.58364, -0.15265)
S (-1.52338, -0.07073, -0.06672)
H (0.29352, 0.83751, 1.19667)
H (0.40201, 1.43523, -0.51534)
H (0.64174, -1.27535, 0.44021)
H (-1.08268, -0.88196, -1.00440)

Which of these has the highest electronic energy?
CH4OS